1.
Entry from OMol25: C2H4P2 in the gas phase at a distorted geometry (ωB97M-V/def2-TZVPD).

Properties
HOMO-LUMO gap (eV): 8.12
E_HOMO (eV): -9.137
Net charge: 0
Calculated total energy (eV): -20713.001
LUMO (eV): -1.02
Energy relative to the best compared isomer or geometry (same formula, charge and spin) (kJ/mol): 173.66
SMILES string: [H]/P=C\P=C

Cartesian coordinates (Å):
1 H -2.72 -0.81 -1.75
2 P -2.68 -0.26 -0.36
3 C -1.03 -0.03 0.06
4 P 0.69 -0.23 -0.76
5 C 1.97 0.30 0.24
6 H -0.87 0.24 1.14
7 H 2.94 0.15 0.16
8 H 1.69 0.64 1.28



2.
Entry from OMol25: C37H43BrIN4O4PSb2Sc as an isolated structure at a distorted geometry (ωB97M-V/def2-TZVPD).

Properties
HOMO-LUMO gap (eV): 5.90
E_HOMO (eV): -9.691
Net charge: +1
Calculated total energy (eV): -174418.938
LUMO (eV): -3.79
Energy relative to the best compared isomer or geometry (same formula, charge and spin) (kJ/mol): 215.66

Cartesian coordinates (Å):
1 Sc -1.36 12.50 17.52
2 C 3.39 12.49 19.09
3 Sb 2.23 13.76 17.75
4 C 1.98 15.75 18.67
5 C 3.89 14.03 16.13
6 C 3.98 15.32 15.46
7 C 4.33 16.45 16.23
8 C 4.34 17.72 15.71
9 C 3.96 17.94 14.39
10 C 3.64 16.85 13.58
11 C 3.73 15.53 14.08
12 C 3.52 14.36 13.21
13 Sb 1.33 13.82 13.28
14 C 1.53 12.24 11.78
15 C 0.65 15.37 11.98
16 H 4.02 13.10 19.74
17 H 3.93 11.86 18.39
18 H 2.71 11.85 19.67
19 H 2.82 15.91 19.38
20 H 1.00 15.90 19.11
21 H 2.10 16.44 17.83
22 H 3.64 13.18 15.47
23 H 4.78 13.80 16.75
24 H 4.48 16.31 17.29
25 H 4.60 18.59 16.36
26 H 3.86 18.95 13.96
27 H 3.37 16.92 12.52
28 H 4.06 13.44 13.34
29 H 3.60 14.63 12.15
30 H 1.52 12.71 10.79
31 H 0.66 11.57 11.94
32 H 2.45 11.65 12.00
33 H 0.90 15.29 10.88
34 H 1.01 16.37 12.22
35 H -0.47 15.38 12.04
36 O 0.19 9.87 15.89
37 C -0.75 10.49 15.42
38 O -1.09 11.72 15.74
39 C -1.71 9.93 14.29
40 P -3.23 10.95 13.94
41 C -4.56 10.16 14.93
42 C -4.31 9.30 16.03
43 C -5.30 8.54 16.56
44 C -6.66 8.67 16.18
45 C -6.91 9.64 15.20
46 C -5.88 10.39 14.61
47 C -3.56 10.29 12.32
48 C -4.19 9.04 12.17
49 C -4.16 8.39 10.93
50 C -3.42 8.93 9.91
51 C -2.73 10.12 10.05
52 C -2.80 10.82 11.23
53 H -1.99 8.87 14.44
54 H -1.10 9.86 13.37
55 H -3.27 9.14 16.39
56 H -4.97 7.88 17.37
57 H -7.48 8.10 16.65
58 H -7.94 9.83 14.92
59 H -6.05 11.15 13.85
60 H -4.67 8.63 13.06
61 H -4.68 7.46 10.82
62 H -3.39 8.41 8.94
63 H -2.27 10.53 9.17
64 H -2.32 11.81 11.35
65 N -1.13 14.63 16.75
66 N -2.20 14.63 17.73
67 C -3.50 14.06 17.25
68 O -4.41 14.81 16.95
69 O -3.46 12.78 17.26
70 H -0.40 15.32 17.01
71 H -1.44 14.92 15.80
72 H -2.30 15.58 18.12
73 Br -3.65 14.88 13.10
74 C -3.51 16.50 14.09
75 C -4.62 17.36 14.11
76 C -4.37 18.57 14.79
77 C -3.12 18.89 15.32
78 C -2.11 17.99 15.16
79 N -2.36 16.76 14.69
80 H -5.57 17.12 13.68
81 H -5.19 19.25 14.88
82 H -2.96 19.84 15.84
83 H -1.08 18.22 15.49
84 I -5.21 12.17 21.83
85 C -3.22 11.68 21.12
86 C -2.11 11.95 21.92
87 C -0.84 11.64 21.41
88 C -0.71 11.24 20.08
89 N -1.76 11.20 19.27
90 C -2.99 11.15 19.84
91 H -2.24 12.29 22.95
92 H 0.05 11.85 22.00
93 H 0.23 10.87 19.63
94 H -3.80 10.86 19.18



3.
Entry from OMol25: a 2-piece molecular cluster, C5H10NO2 overall at a distorted geometry (ωB97M-V/def2-TZVPD).

Properties
HOMO-LUMO gap (eV): 4.13
E_HOMO (eV): -3.416
Net charge: -1
Calculated total energy (eV): -10924.919
LUMO (eV): 0.71
Energy relative to the best compared isomer or geometry (same formula, charge and spin) (kJ/mol): 901.73

Cartesian coordinates (Å):
1 C -1.89 0.37 -0.96
2 O -1.57 0.71 -2.32
3 C -1.03 0.67 0.29
4 C 0.34 -0.15 0.12
5 C 1.31 -0.09 -1.10
6 C 2.68 -0.09 -0.90
7 O 3.35 -0.17 0.18
8 N -1.42 0.24 1.57
9 H -2.22 -0.80 -0.89
10 H -2.86 0.92 -0.80
11 H -0.80 1.70 0.28
12 H 0.10 -1.23 0.08
13 H 0.96 0.08 1.04
14 H 0.74 -1.82 2.58
15 H 0.88 0.10 -2.07
16 H 3.29 0.19 -1.77
17 H -2.17 0.61 2.08
18 H 0.31 -1.22 2.59